{"formula": "C27H48FN2O15", "method": "ωB97M-V/def2-TZVPD", "total_charge": 1, "orbital_gap_ev": 7.35, "homo_energy_ev": -11.967, "max_force_ev_per_a": 0.8, "total_energy_ev": -65177.906, "elements": ["C", "O", "C", "C", "C", "C", "C", "C", "C", "C", "C", "C", "C", "C", "N", "C", "F", "C", "O", "N", "O", "H", "H", "H", "H", "H", "H", "H", "H", "H", "H", "H", "H", "H", "H", "H", "H", "H", "H", "H", "H", "H", "H", "H", "H", "C", "O", "C", "O", "O", "C", "H", "H", "H", "H", "H", "H", "C", "O", "C", "O", "O", "C", "H", "H", "H", "H", "H", "H", "C", "O", "C", "O", "O", "C", "H", "H", "H", "H", "H", "H", "C", "O", "C", "O", "O", "C", "H", "H", "H", "H", "H", "H"], "xyz": [[-5.94091, -0.51512, 6.09608], [-6.93771, -0.12797, 5.18023], [-6.47360, 0.13685, 3.87573], [-5.50868, -0.88419, 3.29119], [-5.45921, -0.83229, 1.76320], [-4.84368, -2.09364, 1.15326], [-4.15524, -1.86915, -0.20959], [-2.62710, -2.03192, -0.18852], [-1.85899, -0.73000, 0.08229], [-1.89857, -0.34290, 1.55468], [-1.14331, 0.94663, 1.95141], [-1.99265, 2.15892, 2.18158], [-2.12318, 2.65872, 3.48978], [-2.86874, 3.76119, 3.75201], [-3.48172, 4.41106, 2.74080], [-3.38552, 3.97280, 1.48445], [-4.01106, 4.67662, 0.57935], [-2.66277, 2.84276, 1.16647], [-2.61393, 2.47847, -0.13278], [-3.96298, 1.85596, -0.54165], [-4.10703, 1.95204, -1.65820], [-5.03264, 0.09042, 5.99455], [-5.66548, -1.56719, 5.98851], [-6.34256, -0.37747, 7.09637], [-7.36150, 0.17449, 3.24459], [-6.02679, 1.14439, 3.85331], [-5.79441, -1.89111, 3.60417], [-4.50384, -0.71986, 3.69197], [-4.86959, 0.04176, 1.46474], [-6.46872, -0.65407, 1.38895], [-4.12218, -2.52590, 1.84939], [-5.63788, -2.83214, 1.04504], [-4.53603, -2.61426, -0.90758], [-4.42136, -0.88927, -0.61360], [-2.33100, -2.76410, 0.56327], [-2.31368, -2.36805, -1.17653], [-0.81700, -0.88044, -0.20842], [-2.25014, 0.04504, -0.57553], [-1.39093, -1.15164, 2.08304], [-2.91275, -0.31792, 1.95167], [-0.35469, 1.18478, 1.23440], [-0.64854, 0.75052, 2.90070], [-1.64156, 2.15889, 4.31586], [-3.00458, 4.15954, 4.74467], [-4.03547, 5.23738, 2.93789], [-5.11799, -2.38552, -4.04058], [-4.22478, -3.48233, -3.84807], [-4.24543, -4.38217, -4.83827], [-4.93257, -4.32035, -5.82109], [-3.37835, -5.34437, -4.54112], [-3.29540, -6.38552, -5.52291], [-4.99698, -1.74550, -3.17034], [-4.86669, -1.82705, -4.94028], [-6.14984, -2.72721, -4.09608], [-2.97071, -5.98296, -6.47980], [-4.25689, -6.88143, -5.63556], [-2.55861, -7.08958, -5.14966], [5.24632, 1.01168, -1.02783], [3.89037, 1.22765, -1.44562], [3.27940, 2.24542, -0.86274], [3.73381, 2.99018, -0.03319], [2.03396, 2.31816, -1.35160], [1.26562, 3.39084, -0.81573], [5.60712, 0.15355, -1.58746], [5.86021, 1.87981, -1.25836], [5.28714, 0.79272, 0.03725], [1.71563, 4.35380, -1.04869], [1.16225, 3.28482, 0.26517], [0.28563, 3.33395, -1.28373], [8.37349, -4.40812, -4.15169], [7.02354, -4.22336, -4.59239], [6.39130, -3.20792, -4.01674], [6.84919, -2.46489, -3.18640], [5.15428, -3.14546, -4.51261], [4.37616, -2.08239, -3.96580], [8.75282, -5.26226, -4.70339], [8.97261, -3.52821, -4.37577], [8.40231, -4.61544, -3.08412], [4.83506, -1.11981, -4.18478], [4.26281, -2.20558, -2.88984], [3.39952, -2.13022, -4.43809], [6.54523, 3.46156, 1.58527], [7.60567, 4.39685, 1.36940], [8.77963, 4.01588, 1.87292], [8.99039, 2.98931, 2.46415], [9.67519, 4.96356, 1.60820], [10.99173, 4.68287, 2.09436], [5.65753, 3.88444, 1.13072], [6.77768, 2.50883, 1.11480], [6.37787, 3.31411, 2.65123], [11.38302, 3.77579, 1.63857], [10.98633, 4.58072, 3.17751], [11.60338, 5.53251, 1.80758]]}

***

{"formula": "C27H48N3O15", "method": "ωB97M-V/def2-TZVPD", "total_charge": -1, "orbital_gap_ev": 5.53, "homo_energy_ev": -6.366, "max_force_ev_per_a": 9.8, "total_energy_ev": -63940.022, "de_lowest_kcal_mol": 0.00, "elements": ["C", "C", "O", "N", "H", "H", "C", "H", "H", "H", "H", "H", "H", "N", "O", "O", "O", "N", "O", "O", "O", "C", "C", "C", "O", "H", "H", "H", "H", "H", "H", "H", "H", "C", "C", "C", "O", "H", "H", "H", "H", "H", "H", "H", "H", "C", "C", "C", "O", "H", "H", "H", "H", "H", "H", "H", "H", "C", "C", "C", "O", "H", "H", "H", "H", "H", "H", "H", "H", "C", "C", "C", "O", "C", "C", "C", "O", "H", "H", "H", "H", "C", "C", "C", "O", "C", "C", "C", "O", "H", "H", "H", "H"], "xyz": [[10.77100, 36.74400, 13.50000], [11.57900, 37.96600, 14.02700], [12.48300, 37.67400, 14.96700], [11.27600, 39.31600, 13.46800], [11.58200, 39.36500, 12.48700], [10.37600, 39.07300, 13.28100], [11.71500, 40.44200, 14.22000], [10.37200, 37.04600, 12.54900], [9.96400, 36.34300, 14.15600], [11.39500, 35.81500, 13.48900], [11.50600, 40.40500, 15.31000], [11.20000, 41.43400, 13.71100], [12.73800, 40.58300, 14.14500], [13.53200, 38.96700, 11.25900], [13.45100, 40.23900, 11.66300], [14.39600, 38.23200, 11.85200], [12.47700, 38.48800, 11.01700], [8.44900, 38.82500, 15.72500], [9.57000, 38.47400, 16.32700], [8.09800, 38.02400, 14.80900], [8.03100, 40.00300, 15.66300], [11.07700, 37.24000, 7.69900], [11.34100, 35.98800, 8.44800], [12.77200, 35.31900, 8.04500], [11.30000, 36.09000, 9.79700], [10.97700, 37.93800, 8.55400], [10.02400, 36.94600, 7.37700], [11.78800, 37.36100, 6.87500], [10.64900, 35.34700, 7.74500], [12.97500, 35.44600, 7.04200], [12.90400, 34.23700, 8.37800], [13.38100, 35.96700, 8.49900], [11.67800, 36.84400, 10.31500], [13.11400, 43.88200, 12.08900], [11.96600, 44.61200, 11.33400], [11.07700, 45.38100, 12.37300], [12.44600, 45.60500, 10.37400], [13.57700, 43.25700, 11.32100], [13.01000, 43.34800, 13.19000], [13.80600, 44.57400, 12.47100], [11.27100, 43.88300, 10.64000], [11.65400, 46.08200, 12.74900], [10.74900, 44.65900, 13.18800], [10.24400, 45.88500, 11.77900], [11.61000, 46.07300, 10.09300], [13.64200, 34.06900, 13.55800], [14.53200, 35.22300, 13.31500], [15.99300, 35.23200, 13.95900], [14.76100, 35.43900, 12.03000], [12.66900, 33.98000, 12.96100], [13.57700, 34.08200, 14.66000], [14.28200, 33.12600, 13.41700], [13.92700, 35.97000, 13.58000], [16.64700, 34.31700, 13.69100], [15.93300, 35.07900, 15.05500], [16.36200, 36.27900, 13.78300], [14.77300, 36.45100, 11.87600], [8.17600, 42.29800, 12.90800], [8.18400, 41.11300, 11.96700], [8.99400, 41.41800, 10.70100], [8.74300, 39.97300, 12.61500], [7.50700, 43.13100, 12.38100], [9.08800, 42.81200, 13.03600], [7.53200, 42.03900, 13.80100], [7.24300, 40.88400, 11.67000], [8.61100, 40.81800, 9.95700], [10.13300, 41.29900, 10.68100], [8.98400, 42.34600, 10.17800], [7.95100, 39.51800, 13.13400], [5.99300, 37.95600, 11.76600], [5.23700, 38.87200, 10.72600], [5.74000, 38.95100, 9.33800], [5.11800, 39.49400, 8.38600], [6.86500, 38.21900, 9.00600], [7.64100, 37.40400, 9.97100], [7.21800, 37.24500, 11.32300], [7.93400, 36.51700, 12.13000], [5.56000, 38.01700, 12.79500], [4.37100, 39.36700, 11.13300], [7.26200, 38.28000, 8.03900], [8.59900, 37.17400, 9.56100], [11.76400, 42.56800, 21.01800], [10.85600, 41.41200, 21.41900], [10.27900, 40.53700, 20.27000], [9.37000, 39.76200, 20.40600], [10.81100, 40.78100, 18.96700], [11.73900, 41.78900, 18.64700], [12.33900, 42.65400, 19.66000], [13.15000, 43.51900, 19.31700], [12.43300, 43.01900, 21.76900], [10.68000, 41.07900, 22.46400], [10.29200, 40.17700, 18.16900], [12.01800, 41.91300, 17.65600]]}